w:
{"formula": "C6H13N", "method": "wB97M-V/def2-TZVPD", "e_homo_ev": -9.0, "homo_lumo_gap_ev": 10.2, "species": ["C", "C", "C", "C", "C", "N", "C", "H", "H", "H", "H", "H", "H", "H", "H", "H", "H", "H", "H", "H"], "positions_angstrom": [[-1.71469, -0.61644, 0.98855], [-0.63830, 0.27097, 0.35487], [0.36669, 0.87910, 1.33629], [1.72521, 0.84974, 0.59440], [1.30928, 0.30714, -0.78318], [0.20667, -0.63173, -0.49633], [-0.40468, -1.00230, -1.73145], [-1.23739, -1.37522, 1.61278], [-2.32022, -1.14659, 0.26353], [-2.41218, -0.04964, 1.61673], [-1.12325, 1.09158, -0.18880], [0.39323, 0.13526, 2.14531], [0.06570, 1.81631, 1.79696], [2.28562, 1.78208, 0.59872], [2.36509, 0.07439, 1.00606], [2.10182, -0.20981, -1.34694], [0.98747, 1.08851, -1.48538], [0.19766, -1.65350, -2.36018], [-0.76530, -0.14135, -2.32665], [-1.38841, -1.46850, -1.59528]], "mulliken_charge": [-1.48, 0.35, -0.72, -0.57, -0.72, -0.23, -1.02, 0.38, 0.33, 0.38, 0.34, 0.23, 0.41, 0.33, 0.26, 0.40, 0.36, 0.32, 0.38, 0.27]}

x:
{"formula": "C6H13N", "method": "wB97M-V/def2-TZVPD", "e_homo_ev": -8.1, "homo_lumo_gap_ev": 9.1, "species": ["C", "C", "C", "C", "C", "C", "N", "H", "H", "H", "H", "H", "H", "H", "H", "H", "H", "H", "H", "H"], "positions_angstrom": [[0.32815, -2.67634, -1.09312], [0.32566, -1.61328, 0.10848], [1.22773, -0.61438, 0.40423], [0.85833, 0.68899, 1.02143], [-0.55295, 1.12368, 1.18315], [-1.35003, 1.21294, -0.13517], [-0.64990, 1.87308, -1.17125], [-0.60512, -3.31742, -1.17168], [1.28823, -3.26927, -0.97265], [0.31819, -2.11604, -2.00664], [-0.47821, -2.00955, 0.80591], [2.24203, -0.98264, 0.35222], [1.32484, 0.72416, 2.08977], [1.31323, 1.48945, 0.25947], [-1.18284, 0.36569, 1.86667], [-0.42941, 2.04570, 1.66644], [-2.37421, 1.52963, 0.05171], [-1.45785, 0.20917, -0.50023], [0.44618, 2.04256, -1.06338], [-0.87702, 1.44732, -2.11286]], "mulliken_charge": [-1.00, -0.29, -0.41, -0.27, -0.69, -0.34, -0.59, 0.32, 0.28, 0.25, 0.31, 0.38, 0.31, 0.11, 0.22, 0.38, 0.31, 0.25, 0.22, 0.25]}

w (303.6 kJ/mol below the next structure)

w:
{"formula": "C6H13N", "method": "wB97M-V/def2-TZVPD", "e_homo_ev": -7.4, "homo_lumo_gap_ev": 8.5, "species": ["C", "C", "C", "C", "C", "N", "C", "H", "H", "H", "H", "H", "H", "H", "H", "H", "H", "H", "H", "H"], "positions_angstrom": [[2.90900, 0.34331, 0.18837], [1.85580, 0.89378, -0.76043], [0.87380, -0.08845, -1.39543], [-0.21213, -0.54474, -0.42284], [-0.65276, -0.02709, 0.74429], [-1.98275, 0.11120, 1.18922], [-2.92582, -0.59981, 0.37072], [3.53974, -0.33377, -0.38572], [2.54666, -0.25269, 1.04059], [3.57784, 1.10479, 0.58948], [1.23365, 1.70975, -0.35293], [2.37446, 1.21547, -1.66660], [0.33295, 0.16248, -2.31104], [1.51258, -0.96595, -1.58994], [-0.67164, -1.47251, -0.76216], [0.05617, 0.46578, 1.41165], [-1.91395, 0.29437, 2.17267], [-3.98897, -0.42396, 0.56782], [-2.77336, -0.41377, -0.69678], [-2.90523, -1.67785, 0.54526]], "mulliken_charge": [-1.15, -0.66, -0.45, -0.97, 0.14, -0.21, -0.92, 0.34, 0.29, 0.34, 0.44, 0.32, 0.30, 0.28, 0.40, 0.31, 0.25, 0.31, 0.31, 0.31]}

x:
{"formula": "C6H13N", "method": "wB97M-V/def2-TZVPD", "e_homo_ev": -8.2, "homo_lumo_gap_ev": 9.4, "species": ["C", "C", "C", "C", "C", "N", "C", "H", "H", "H", "H", "H", "H", "H", "H", "H", "H", "H", "H", "H"], "positions_angstrom": [[-0.20337, 1.74764, 0.54324], [-0.15893, 0.71727, -0.29030], [-0.47754, -0.69440, 0.11277], [0.64564, -1.41074, 0.89330], [0.61255, -1.03832, 2.37053], [0.34811, 0.84891, -1.59595], [-0.55738, 0.55436, -2.71222], [0.16952, 2.73809, 0.29616], [-0.61830, 1.67719, 1.53959], [-1.35081, -0.69870, 0.77040], [-0.72518, -1.29420, -0.75818], [1.60921, -1.06310, 0.52238], [0.50621, -2.47348, 0.73029], [-0.23854, -1.52228, 2.87408], [1.52199, -1.31806, 2.90674], [0.51369, 0.03305, 2.51519], [0.73941, 1.77072, -1.74657], [-1.09335, -0.36218, -2.49545], [0.03927, 0.43143, -3.61106], [-1.28221, 1.35680, -2.86492]], "mulliken_charge": [-1.13, 0.65, -0.72, -0.37, -1.10, -0.28, -0.88, 0.23, 0.33, 0.36, 0.27, 0.29, 0.31, 0.30, 0.34, 0.23, 0.27, 0.32, 0.30, 0.29]}

y:
{"formula": "C6H13N", "method": "wB97M-V/def2-TZVPD", "e_homo_ev": [-7.1, -7.1], "homo_lumo_gap_ev": [8.3, 8.3], "species": ["C", "C", "C", "N", "C", "C", "C", "H", "H", "H", "H", "H", "H", "H", "H", "H", "H", "H", "H", "H"], "positions_angstrom": [[2.94489, 0.09404, -0.15282], [1.60830, -0.64588, -0.24454], [0.51835, 0.07716, 0.48617], [-0.63618, 0.26419, -0.05273], [-1.50125, 0.20651, -1.09113], [-1.97669, 0.75582, 0.21340], [-2.79230, -0.00006, 1.23981], [3.24457, 0.24091, 0.89138], [2.87337, 1.08070, -0.62268], [3.74069, -0.46717, -0.65294], [1.30429, -0.75122, -1.29401], [1.72669, -1.66570, 0.15018], [0.75306, 2.28927, -1.54099], [0.68580, 0.50680, 1.47096], [-1.78672, -0.74273, -1.53455], [0.14596, 1.94155, -1.81269], [-2.05392, 1.84450, 0.29165], [-3.85497, 0.20031, 1.06419], [-2.63150, -1.07949, 1.14898], [-2.56171, 0.30811, 2.26621]], "mulliken_charge": [-1.12, -0.16, -0.38, 0.25, -0.56, 0.02, -1.26, 0.30, 0.28, 0.33, 0.24, 0.26, 0.02, 0.39, 0.19, -0.07, 0.29, 0.35, 0.33, 0.30]}

z:
{"formula": "C6H13N", "method": "wB97M-V/def2-TZVPD", "e_homo_ev": -8.4, "homo_lumo_gap_ev": 9.5, "species": ["C", "C", "C", "C", "C", "C", "N", "H", "H", "H", "H", "H", "H", "H", "H", "H", "H", "H", "H", "H"], "positions_angstrom": [[1.23273, 1.27866, -0.99260], [0.50644, 0.38570, -0.32419], [1.05410, -0.90721, 0.34026], [1.80620, -0.54745, 1.59094], [-0.88746, 0.85560, 0.16787], [-1.94636, -0.21456, -0.16061], [-1.83061, -0.61417, -1.54509], [0.95903, 2.32876, -0.82958], [1.92757, 1.06863, -1.78859], [0.25920, -1.60015, 0.59931], [1.65150, -1.28264, -0.48430], [1.47502, -1.09500, 2.49165], [1.57608, 0.45408, 1.97105], [2.91717, -0.68334, 1.53615], [-0.85104, 0.92829, 1.27542], [-1.17863, 1.76586, -0.35243], [-1.79360, -1.06171, 0.55725], [-2.93737, 0.25441, -0.03526], [-2.18005, -1.49527, -1.86391], [-1.75991, 0.18150, -2.15334]], "mulliken_charge": [-0.86, 0.39, -0.42, -1.12, -0.76, -0.55, -0.41, 0.27, 0.30, 0.16, 0.45, 0.33, 0.32, 0.27, 0.22, 0.46, 0.34, 0.27, 0.15, 0.17]}

x (112.2 kJ/mol below the next structure)

w:
{"formula": "C5H10N2O2S", "method": "wB97M-V/def2-TZVPD", "e_homo_ev": [-9.1, -9.1], "homo_lumo_gap_ev": [7.8, 7.8], "species": ["C", "C", "C", "C", "C", "N", "N", "O", "O", "S", "H", "H", "H", "H", "H", "H", "H", "H", "H", "H"], "positions_angstrom": [[-1.53349, -0.32775, -0.96459], [-1.42570, -2.31924, 0.53129], [1.03211, 1.99096, -0.95811], [0.39471, 1.30320, 1.34382], [-0.98467, -1.55486, -0.71773], [-2.05977, 0.68510, -1.08020], [1.23954, 1.07482, 0.17442], [2.04577, -0.63828, -1.48109], [1.51412, -1.21823, 0.86301], [1.22276, -0.50636, -0.32637], [-1.55417, -3.35914, 0.41137], [-0.63017, -2.01871, 1.22005], [-2.34665, -2.03749, 0.98794], [1.56090, 1.58646, -1.74129], [-0.05590, 2.28505, -0.99268], [1.51804, 2.86719, -0.83504], [0.69621, 2.12534, 2.08115], [-0.69028, 1.57755, 1.22721], [0.57989, 0.42764, 1.85244], [-0.52324, -1.94328, -1.59560]], "mulliken_charge": [0.51, -1.06, -0.99, -0.82, -0.44, -0.50, -0.06, -0.66, -0.65, 1.10, 0.33, 0.28, 0.36, 0.37, 0.34, 0.38, 0.28, 0.30, 0.37, 0.55]}

x:
{"formula": "C5H10N2O2S", "method": "wB97M-V/def2-TZVPD", "e_homo_ev": -9.0, "homo_lumo_gap_ev": 9.5, "species": ["C", "C", "C", "C", "C", "N", "N", "O", "O", "S", "H", "H", "H", "H", "H", "H", "H", "H", "H", "H"], "positions_angstrom": [[-1.29048, 1.06952, 0.01651], [-1.85291, 1.98217, 0.74444], [0.46074, -0.47624, 0.08689], [0.73819, -0.60871, 1.50804], [1.31190, -1.44258, -0.70132], [0.51926, 0.90357, -0.34241], [0.90795, 1.19639, -1.59975], [-2.25104, -1.37146, 0.70774], [-1.57165, -1.18164, -1.60480], [-1.37202, -0.73588, -0.25068], [-2.74020, 1.94946, 1.33056], [-1.16660, 2.71043, 1.17537], [0.79206, -1.61437, 1.71006], [-0.15054, -0.36800, 2.02582], [1.64486, -0.16369, 1.82924], [0.86543, -2.40286, -0.50806], [2.34410, -1.30300, -0.25234], [1.41767, -1.17067, -1.74709], [0.97786, 2.14634, -1.65880], [0.41543, 0.88122, -2.46942]], "mulliken_charge": [-0.05, -0.45, 0.87, -1.57, -1.35, -0.07, -0.66, -0.64, -0.65, 1.07, 0.34, 0.25, 0.49, 0.45, 0.37, 0.43, 0.37, 0.36, 0.24, 0.22]}

w (90.8 kJ/mol below the next structure)

w:
{"formula": "C2H2N2O", "method": "wB97M-V/def2-TZVPD", "e_homo_ev": -10.9, "homo_lumo_gap_ev": 11.6, "species": ["N", "C", "N", "C", "O", "H", "H"], "positions_angstrom": [[1.57058, -1.33644, 1.65091], [0.74075, -0.83050, 1.02392], [-0.34570, -0.11521, 0.59755], [-0.39062, 0.60490, -0.67304], [-0.99680, -0.57934, -0.62879], [-1.17124, 1.39097, -0.65386], [0.59303, 0.86562, -1.31669]], "mulliken_charge": [-0.34, 0.34, -0.21, 0.05, -0.28, 0.20, 0.24]}

x:
{"formula": "C2H2N2O", "method": "wB97M-V/def2-TZVPD", "e_homo_ev": -10.3, "homo_lumo_gap_ev": 11.3, "species": ["C", "N", "O", "H", "C", "N", "H"], "positions_angstrom": [[-1.59928, 0.48406, -0.05813], [-0.58824, 1.04265, -0.10719], [0.48654, 1.58958, -0.15425], [-2.49598, -0.09003, -0.00645], [1.42632, -0.99778, 0.10844], [0.53211, -1.72470, 0.16953], [2.23853, -0.30378, 0.04804]], "mulliken_charge": [-0.15, 0.37, -0.60, 0.38, 0.12, -0.40, 0.27]}

x (43.8 kJ/mol below the next structure)

w:
{"formula": "C2H2N2O", "method": "wB97M-V/def2-TZVPD", "e_homo_ev": -11.1, "homo_lumo_gap_ev": 11.0, "species": ["N", "C", "C", "N", "O", "H", "H"], "positions_angstrom": [[-1.76887, -0.47566, -1.80117], [-0.91023, 0.00691, -1.11448], [-0.13980, 0.47725, 0.04352], [0.82956, -0.39820, 0.59356], [-0.25304, 1.57641, 0.52035], [1.15677, -1.30470, 0.21765], [1.08562, 0.11800, 1.54057]], "mulliken_charge": [-0.35, 0.18, 0.60, -0.45, -0.50, 0.24, 0.29]}

x:
{"formula": "C2H2N2O", "method": "wB97M-V/def2-TZVPD", "e_homo_ev": -10.7, "homo_lumo_gap_ev": 11.6, "species": ["C", "N", "N", "C", "O", "H", "H"], "positions_angstrom": [[-0.01570, -0.01130, -1.09716], [1.08390, -0.12107, -0.50995], [0.91881, -0.14128, 0.89721], [-0.29416, -0.19735, 1.02926], [-0.93555, -0.04707, -0.15100], [0.07363, 0.51227, -2.07473], [-0.83093, 0.00580, 1.90638]], "mulliken_charge": [0.19, -0.34, -0.25, 0.03, -0.33, 0.34, 0.36]}

w (120.4 kJ/mol below the next structure)

w:
{"formula": "C5H15N2O", "method": "wB97M-V/def2-TZVPD", "charge": 1, "e_homo_ev": -12.8, "homo_lumo_gap_ev": 9.8, "species": ["C", "N", "C", "O", "H", "H", "H", "H", "H", "H", "H", "C", "C", "C", "N", "H", "H", "H", "H", "H", "H", "H", "H"], "positions_angstrom": [[0.16583, 2.80786, -2.57991], [-0.66337, 1.78357, -1.93011], [-0.35647, 1.62754, -0.53969], [-1.41924, 0.85996, 0.06363], [-0.05946, 3.78720, -2.15437], [-0.09241, 2.86324, -3.63737], [1.23640, 2.63131, -2.48924], [-0.51332, 0.89955, -2.40101], [0.57478, 1.08187, -0.32724], [-0.33531, 2.61605, -0.08118], [-2.20963, 1.12019, -0.43992], [0.31549, -2.94651, 0.48758], [0.53900, -1.81557, 1.43146], [1.64056, -1.41034, 2.01699], [-0.71717, -1.08682, 1.75888], [1.26615, -3.39674, 0.22835], [-0.31233, -3.70090, 0.97466], [-0.18975, -2.59898, -0.41267], [1.64404, -0.58977, 2.72344], [2.59467, -1.86996, 1.79278], [-1.50527, -1.71811, 1.91757], [-0.99265, -0.41648, 0.99047], [-0.61056, -0.52813, 2.60690]], "mulliken_charge": [-0.89, -0.38, -0.28, -0.58, 0.32, 0.31, 0.33, 0.18, 0.29, 0.35, 0.31, -1.20, 0.74, -0.97, -0.21, 0.38, 0.34, 0.32, 0.25, 0.28, 0.42, 0.28, 0.38]}

x:
{"formula": "C5H15N2O", "method": "wB97M-V/def2-TZVPD", "charge": 1, "e_homo_ev": -14.3, "homo_lumo_gap_ev": 7.3, "species": ["C", "C", "C", "C", "C", "N", "N", "H", "H", "H", "H", "H", "H", "H", "H", "H", "H", "H", "H", "H", "H", "H", "O"], "positions_angstrom": [[-0.02487, 0.37389, 2.30444], [-1.24077, 0.74055, 1.45949], [-0.86587, 1.49306, 0.19376], [0.12060, 0.83949, -0.79256], [-0.22699, -0.23540, -1.77592], [0.61267, -1.53951, -1.56446], [1.28124, 1.51565, -1.25046], [-0.37307, -0.36026, 3.12054], [0.71286, -0.28159, 1.82123], [0.36632, 1.31324, 2.76373], [-2.00581, 1.40064, 1.91024], [-1.93830, -0.09649, 1.28432], [-1.85439, 1.55075, -0.34783], [-0.30694, 2.44742, 0.46336], [-1.24147, -0.61427, -1.55190], [1.23055, -0.87074, -1.06193], [-0.11175, 0.22533, -2.76338], [0.93182, -1.83604, -2.49600], [1.13960, 2.36563, -1.82516], [1.68412, 1.88203, -0.38128], [0.18728, -2.20793, 0.24815], [-0.03155, -3.46169, 1.03685], [0.21514, -2.53758, 1.16546]], "mulliken_charge": [-1.17, -0.46, -0.56, 0.27, -0.43, -0.60, -0.48, 0.32, 0.33, 0.35, 0.37, 0.38, 0.30, 0.33, 0.28, 0.28, 0.44, 0.28, 0.35, 0.34, 0.37, 0.31, -0.59]}

w (317.1 kJ/mol below the next structure)